1.
Entry from the Open Molecules 2025 dataset: an isolated molecule of C15H9N3O4 (ωB97M-V with the def2-TZVPD basis set).

Each line ends with the Mulliken charge.
Geometry (Å):
O -4.865 2.108 2.375  -0.6722
O 0.776 -0.769 2.399  -0.7624
O -2.402 -0.344 -0.940  -0.7320
O -1.035 0.168 4.128  -0.5962
C -3.849 1.364 2.430  0.0891
C 0.416 -0.501 1.267  0.3078
C -1.211 -0.441 -0.506  0.4144
C -1.909 0.490 3.163  0.5210
C -1.906 0.393 1.774  0.2147
C 3.843 -0.630 -0.512  -0.4373
C 0.403 -0.241 -3.774  -0.2263
C 2.930 -0.542 0.547  -0.5902
C -0.533 -0.012 -2.833  -0.8579
C 3.467 -0.793 -1.834  -0.7784
C 1.684 -0.509 -3.546  -0.8937
C 1.507 -0.622 0.228  0.1837
C -0.197 -0.315 -1.536  0.5237
C 2.113 -0.612 -2.225  0.8899
C 1.132 -0.576 -1.167  0.4181
N -3.050 1.124 3.562  -0.2374
N -3.130 0.897 1.359  -0.0225
N -0.913 -0.088 0.884  0.1521
H -0.150 -0.082 3.746  0.3878
H 4.872 -0.467 -0.175  0.3438
H 0.116 -0.056 -4.823  0.3387
H 3.336 -0.235 1.568  0.3074
H -1.577 0.119 -3.133  0.4254
H 4.266 -0.969 -2.543  0.4211
H 2.322 -0.398 -4.389  0.3859
H -2.971 1.869 4.132  0.2316
H -3.487 0.669 0.374  0.2505

2S+1: 1
LUMO energy, eV: -1.519
Structure (SMILES): O=C1c2cccc3cccc(c23)C(=O)N1c1[nH]c(=O)[nH]c1O
HOMO, hartree: -0.2709
Energy above the lowest of the compared OMol25 structures with the same formula, charge and spin, kJ/mol: 27.2
Maximum force, Eh/bohr: 0.119
Gap between HOMO and LUMO, eV: 5.85

2.
Entry from the Open Molecules 2025 dataset: a cluster of 3 separate species, C18H30BN4O3 in total (ωB97M-V with the def2-TZVPD basis set).

Each line ends with the Mulliken charge.
Geometry (Å):
C -3.746 4.807 -1.449  -1.0601
C -2.718 5.421 -2.449  -0.3395
B -2.651 4.499 -3.726  0.3152
O -3.163 4.896 -4.903  -0.4497
C -1.968 3.050 -3.518  -0.7625
C -2.532 1.858 -3.848  -0.4322
C -1.841 0.699 -3.571  0.5108
C -2.502 -0.617 -3.929  -0.2158
O -2.487 -0.982 -5.084  -0.5113
O -3.101 -1.346 -2.980  -0.4126
C -0.600 0.705 -2.967  1.0448
C 0.076 -0.599 -2.654  -0.0094
C 1.631 -0.612 -2.814  -0.5423
N 2.128 -1.491 -3.857  -0.6184
C -0.084 1.923 -2.680  -0.8645
N -0.760 3.038 -2.950  0.1887
H -3.455 5.010 -0.420  0.3219
H -3.796 3.719 -1.549  0.2761
H -4.719 5.244 -1.661  0.3388
H -1.730 5.416 -1.964  0.1605
H -2.929 6.458 -2.703  0.3839
H -2.866 4.371 -5.657  0.3131
H -3.512 1.818 -4.302  0.6008
H -2.930 -0.992 -2.091  0.3963
H -0.195 -0.927 -1.647  -0.0912
H -0.321 -1.331 -3.359  0.4704
H 1.999 0.402 -2.982  0.3977
H 2.045 -0.936 -1.855  0.2664
H 1.494 -2.250 -4.061  0.2625
H 2.349 -0.996 -4.708  0.2439
H 0.888 2.019 -2.215  0.4724
H -0.331 3.918 -2.687  0.3360
C 1.479 -2.789 1.583  -1.2020
C 0.898 -1.502 2.159  -0.4161
C -0.606 -1.593 2.434  -0.4178
C -1.387 -1.735 1.207  0.1806
N -2.004 -1.858 0.247  -0.3976
H 1.053 -3.019 0.604  0.3884
H 2.559 -2.695 1.459  0.3313
H 1.288 -3.634 2.246  0.3405
H 1.109 -0.673 1.477  0.3014
H 1.405 -1.277 3.099  0.2650
H -0.933 -0.691 2.953  0.3297
H -0.812 -2.432 3.101  0.2733
C 3.590 -1.727 7.177  -1.1648
C 3.785 -3.115 6.577  -0.5084
C 3.097 -3.283 5.219  -0.2717
C 1.640 -3.216 5.323  0.2188
N 0.497 -3.166 5.415  -0.4889
H 2.538 -1.530 7.392  0.3487
H 4.141 -1.639 8.112  0.3412
H 3.952 -0.952 6.498  0.3025
H 3.418 -3.868 7.276  0.3159
H 4.854 -3.297 6.446  0.3227
H 3.371 -4.249 4.791  0.3383
H 3.450 -2.518 4.523  0.2781

2S+1: 1
LUMO energy, eV: -4.411
Net charge: +1
HOMO, hartree: -0.4459
Maximum force, Eh/bohr: 0.035
Gap between HOMO and LUMO, eV: 7.72

3.
Entry from the Open Molecules 2025 dataset: a cluster of 15 separate species, CH32O14S in total (ωB97M-V with the def2-TZVPD basis set).

Each line ends with the Mulliken charge.
Geometry (Å):
C -0.494 -2.864 3.055  -0.4293
S -1.736 -1.985 4.277  -0.1819
H -1.289 -3.571 2.539  0.2325
H 0.086 -2.225 2.411  -0.1599
H 0.183 -3.383 3.631  0.3787
H -1.814 -0.742 3.716  0.1073
H -0.691 1.182 0.515  0.1561
H 0.399 0.541 1.585  0.1964
O -0.341 0.431 0.954  -0.3381
H 2.196 1.234 2.714  0.3770
H 1.468 2.538 2.705  0.2949
O 1.406 1.705 3.118  -0.6311
H -2.887 -2.698 -0.695  0.4319
H -3.488 -2.419 -2.008  0.2602
O -3.459 -3.048 -1.405  -0.6681
H 3.565 -1.564 0.452  0.3076
H 4.282 -0.270 0.722  0.3395
O 4.410 -1.265 0.685  -0.6593
H -2.561 1.758 -2.053  0.2437
H -2.280 0.354 -2.443  0.2982
O -1.829 1.213 -2.471  -0.5303
H -3.934 -0.150 -0.533  0.3379
H -4.653 1.205 -0.060  0.2789
O -3.962 0.830 -0.724  -0.6266
H 1.089 2.214 -3.476  0.2983
H 0.324 1.433 -2.381  0.2402
O 0.838 2.174 -2.466  -0.6458
H 0.954 -1.744 -2.203  0.3186
H 1.416 -3.179 -2.445  0.3249
O 0.837 -2.416 -2.852  -0.7148
H -1.878 -0.505 -0.215  0.2609
H -1.456 -1.982 0.233  0.2793
O -2.184 -1.382 -0.033  -0.5008
H 3.847 1.428 2.410  0.2848
H 4.444 1.916 1.181  0.2669
O 3.624 1.656 1.539  -0.6320
H 1.395 3.000 -1.113  0.3305
H 2.433 3.893 -0.564  0.2449
O 1.880 3.184 -0.399  -0.4774
H -0.762 -1.723 -3.476  0.3677
H -0.813 -0.822 -4.551  0.2317
O -1.351 -1.099 -3.880  -0.5456
H 1.812 -1.729 0.827  0.4830
H 1.036 -0.749 0.125  0.2936
O 1.781 -1.428 -0.072  -0.7223
H -0.716 3.709 1.854  0.2685
H -0.456 4.036 0.316  0.2902
O -0.670 3.309 0.956  -0.5615

2S+1: 1
LUMO energy, eV: -0.092
HOMO, hartree: -0.3341
Energy above the lowest of the compared OMol25 structures with the same formula, charge and spin, kJ/mol: 218.0
Maximum force, Eh/bohr: 0.134
Gap between HOMO and LUMO, eV: 9.00

4.
Entry from the Open Molecules 2025 dataset: a structure of composition C4H8LiNiO3 (ωB97M-V with the def2-TZVPD basis set).

Each line ends with the Mulliken charge.
Geometry (Å):
C -1.070 -0.502 -1.465  -0.0751
C 0.236 0.228 -1.143  -0.9547
C 0.516 0.294 0.346  -0.5969
C -0.424 1.114 1.143  0.2077
O -0.413 1.156 2.368  -0.6191
O -1.310 -0.602 -2.820  -0.5892
Ni -0.858 0.043 -4.245  1.1767
Li 0.465 0.108 3.672  0.9333
H -1.905 0.031 -0.964  0.3562
H -1.028 -1.509 -1.004  0.3385
H 0.199 1.246 -1.562  0.4001
H 1.067 -0.299 -1.636  0.3670
H 1.515 0.715 0.552  0.4405
H -1.191 1.684 0.582  0.3997
O 1.236 -1.386 2.634  -0.4928
H 2.196 -1.543 2.594  0.3944
H 0.771 -0.780 0.947  0.3136

2S+1: 4
LUMO energy (alpha / beta), eV: -9.083 / -10.406
Net charge: +2
Expectation value of S²: 3.7631
HOMO (alpha / beta), hartree: -0.6623 / -0.6622
Energy above the lowest of the compared OMol25 structures with the same formula, charge and spin, kJ/mol: 0.0
Maximum force, Eh/bohr: 0.059
Gap between HOMO and LUMO (alpha / beta), eV: 8.94 / 7.61

5.
Entry from the Open Molecules 2025 dataset: a structure of composition C4H8FGdO2 (ωB97M-V with the def2-TZVPD basis set).

Each line ends with the Mulliken charge.
Geometry (Å):
O -1.308 -0.418 -1.624  -0.6000
C -1.642 -1.143 -0.490  -0.3991
C -1.161 -0.196 0.633  -0.3143
O 0.256 -0.089 0.432  -0.2351
C 0.941 1.053 0.988  0.1508
C 1.949 1.576 0.013  -1.2382
Gd 0.704 -0.337 -1.867  1.4720
H -1.690 -2.050 0.151  0.2931
H -1.338 -0.619 1.633  0.4016
H -1.634 0.798 0.565  0.3589
H 1.404 0.675 1.916  0.3141
H 0.187 1.814 1.239  0.3488
H 2.967 1.185 0.081  0.3679
H 1.767 2.573 -0.399  0.3643
H -1.764 -2.317 -1.262  0.3688
F 0.361 -2.506 -2.009  -0.6536

2S+1: 9
LUMO energy (alpha / beta), eV: -5.793 / -6.174
Net charge: +1
Expectation value of S²: 20.9489
HOMO (alpha / beta), hartree: -0.3984 / -0.4506
Maximum force, Eh/bohr: 0.056
Gap between HOMO and LUMO (alpha / beta), eV: 5.05 / 6.09

6.
Entry from the Open Molecules 2025 dataset: an isolated molecule of C5H7Cl3 (ωB97M-V with the def2-TZVPD basis set).

Each line ends with the Mulliken charge.
Geometry (Å):
C -0.797 -0.203 -2.451  -1.1630
C 0.081 -0.060 -1.213  -0.0439
C -0.199 0.505 -0.069  -0.2407
C 0.770 0.436 1.120  0.8824
C 0.305 -0.505 2.211  -0.9982
H -1.770 0.466 -2.348  0.2651
H -1.175 -1.121 -2.790  0.3445
H -0.314 0.402 -3.209  0.3107
H 1.158 -0.331 -1.443  0.2840
H 1.249 -0.405 3.030  0.2702
H -0.627 -0.199 2.850  0.3208
H 0.008 -1.564 1.963  0.3254
Cl -2.036 0.591 0.438  -0.2036
Cl 2.238 -0.234 0.521  -0.1867
Cl 1.108 2.222 1.391  -0.1670

2S+1: 1
LUMO energy, eV: 0.429
Structure (SMILES): C/C=C(\Cl)C(C)(Cl)Cl
HOMO, hartree: -0.3639
Energy above the lowest of the compared OMol25 structures with the same formula, charge and spin, kJ/mol: 170.8
Maximum force, Eh/bohr: 0.099
Gap between HOMO and LUMO, eV: 10.33

7.
Entry from the Open Molecules 2025 dataset: a cluster of 2 separate species, C8H20BFNO in total (ωB97M-V with the def2-TZVPD basis set).

Each line ends with the Mulliken charge.
Geometry (Å):
C -0.451 0.953 -0.197  -0.8670
C 0.113 1.290 -1.591  -0.3780
C -0.489 0.542 -2.776  -0.0934
F -1.720 1.230 -3.095  -0.4269
B 0.505 0.367 -4.069  0.1887
C 1.282 -1.127 -3.963  -0.8065
C 2.365 -1.140 -2.967  0.2419
N 3.585 -0.840 -3.193  -0.7615
H -1.204 0.164 -0.254  0.3436
H 0.338 0.602 0.475  0.1008
H -0.921 1.809 0.291  0.2383
H -0.025 2.355 -1.798  0.2816
H 1.193 1.122 -1.612  0.2770
H -0.837 -0.440 -2.411  0.0961
H 1.351 1.255 -4.058  -0.2106
H -0.137 0.395 -5.112  -0.2291
H 0.527 -1.861 -3.658  0.2164
H 1.674 -1.398 -4.946  0.2207
H 2.055 -1.406 -1.942  0.3402
H 4.115 -0.884 -2.324  0.2256
C -2.007 -0.343 5.065  -1.3112
C -1.378 -0.475 3.685  0.4460
C 0.141 -0.453 3.747  -1.2065
O -1.864 0.529 2.804  -0.4942
H -1.720 0.611 5.518  0.3474
H -3.094 -0.371 4.993  0.3111
H -1.679 -1.145 5.728  0.3697
H -1.704 -1.413 3.230  0.2452
H 0.486 0.498 4.164  0.3197
H 0.563 -0.557 2.748  0.2527
H 0.523 -1.258 4.378  0.3956
H -1.587 1.388 3.141  0.3264

2S+1: 1
LUMO energy, eV: 2.650
Net charge: -1
HOMO, hartree: -0.1840
Maximum force, Eh/bohr: 0.004
Gap between HOMO and LUMO, eV: 7.66